(1)
Computed, not measured: C8H9NO3S as an isolated structure at a distorted geometry, with ωB97M-V/def2-TZVPD.

Computed properties:
Highest occupied orbital energy ... -8.1 eV
Spin multiplicity ... 1
ΔE to the lowest compared entry with this formula, charge and spin ... 80.8 kJ/mol
Lowest unoccupied orbital energy ... 0.45 eV

Last column: Löwdin charge in e.
Positions of all 22 atoms, in Å:
1 C 2.80122 -0.87216 -0.31028  -0.088
2 C 1.84308 -1.88933 -0.09048  -0.078
3 C 2.43978 0.43510 -0.45811  -0.035
4 C 0.50957 -1.61024 -0.00024  -0.021
5 C 1.07098 0.76496 -0.38735  -0.187
6 C 0.10314 -0.27183 -0.14360  -0.179
7 C 0.36696 1.96150 -0.49515  -0.028
8 C -1.13447 0.35674 -0.11530  -0.288
9 N -0.93884 1.68250 -0.33129  0.062
10 O -3.58934 1.00673 -0.25489  -0.290
11 O -3.00796 -1.28631 -0.95675  -0.145
12 O -2.99771 -0.71013 1.42532  -0.248
13 S -2.79521 -0.12577 0.14505  0.644
14 H 3.84290 -1.15274 -0.36047  0.100
15 H 2.19192 -2.90322 0.01874  0.101
16 H 3.17244 1.21002 -0.61880  0.110
17 H -0.22417 -2.38014 0.17440  0.115
18 H 0.22909 0.77427 3.13227  0.053
19 H 0.71964 2.95645 -0.67819  0.125
20 H 0.51671 0.66224 2.41714  0.033
21 H -1.72642 2.31472 -0.35574  0.156
22 H -3.39330 -0.92336 -1.75628  0.089



(2)
Computed, not measured: C8H9NO5Yb as an isolated structure at a distorted geometry, with ωB97M-V/def2-TZVPD.

Computed properties:
Highest occupied orbital energy (spin up / spin down) ... -23.1 / -23.1 eV
Spin multiplicity ... 2
Net charge ... +3
Lowest unoccupied orbital energy (spin up / spin down) ... -14.52 / -14.52 eV
<S²> ... 0.752

Last column: Löwdin charge in e.
Positions of all 24 atoms, in Å:
1 Yb 0.69616 0.00167 -0.59682  0.993
2 C 1.77709 -0.76627 1.14075  0.018
3 O 2.28937 -1.16317 2.12977  0.275
4 C 2.68455 -0.35226 -1.41478  -0.005
5 O 3.73763 -0.52314 -1.90174  0.299
6 C 1.47488 1.81675 -0.06704  -0.024
7 O 1.76365 2.89401 0.26752  0.312
8 C 0.36401 -1.95241 -1.02553  -0.029
9 O 0.06520 -3.03355 -1.28943  0.327
10 C -0.61898 0.76863 -2.05239  -0.125
11 H -1.44486 0.01307 -2.09148  0.160
12 H -0.94345 1.75292 -1.63631  0.157
13 C 0.50504 0.61331 -2.69631  -0.136
14 H 1.21710 1.45697 -2.88179  0.157
15 H 0.71867 -0.27925 -3.33690  0.155
16 C -1.51573 -1.22017 1.61149  0.046
17 C -1.30387 0.23765 1.74970  -0.373
18 N -1.95234 1.01863 2.57790  0.328
19 O -0.38780 0.86072 0.98982  -0.204
20 H -2.29271 -1.51459 2.30414  0.125
21 H -0.59769 -1.78486 1.85312  0.109
22 H -1.83610 -1.47377 0.58230  0.112
23 H -1.75985 2.00508 2.62518  0.174
24 H -2.63994 0.62403 3.15884  0.151



Across the entries above, DFT total energy takes the values -26908.46199 -51661.43633 eV, respectively.